ORCA calculation (the ωB97M-V functional and the def2-TZVPD basis) on an isolated molecule of C5H12N2O at a distorted geometry.

Output
SMILES string = CNCCNC(C)=O
E = -10405.9183 eV
M = 116.16 g mol⁻¹
Energy relative to the best compared isomer or geometry (same formula, charge and spin) = 57.78 kcal per mole
Lowest unoccupied orbital energy = 0.03292 Eh

Last column: Mulliken charge in e.
CARTESIAN COORDINATES (ANGSTROEM)
1 C -2.6631 0.2122 1.0878  -0.923
2 N -1.2862 0.7129 1.4119  -0.292
3 C -0.2655 0.0835 0.6867  -0.391
4 C 0.0062 0.7919 -0.5974  -0.610
5 N 0.6500 0.1382 -1.6767  -0.120
6 C 1.6267 -0.8093 -1.3921  0.590
7 C 2.3596 -0.9533 -0.0991  -1.010
8 O 2.0036 -1.4168 -2.3295  -0.597
9 H -3.1139 0.4654 0.1587  0.278
10 H -3.2890 0.4845 1.8857  0.390
11 H -2.5790 -0.8502 1.2877  0.340
12 H -1.1488 1.7379 1.3431  0.288
13 H -0.5796 -0.9690 0.2778  0.285
14 H 0.5502 -0.0584 1.4528  0.074
15 H 0.5585 1.8236 -0.4024  0.158
16 H -0.9729 1.1444 -1.0562  0.365
17 H 0.2780 0.1485 -2.6233  0.264
18 H 3.3533 -1.3023 -0.4036  0.326
19 H 1.8836 -1.4771 0.7155  0.267
20 H 2.6282 0.0935 0.2726  0.319

=====

ORCA calculation (the ωB97M-V functional and the def2-TZVPD basis) on a cluster of 2 separate species, C5H12N2O in total at a distorted geometry.

Output
SMILES string = CC(C)(C)C#N.NO
E = -10405.4210 eV
M = 116.16 g mol⁻¹
Energy relative to the best compared isomer or geometry (same formula, charge and spin) = 69.25 kcal per mole
Lowest unoccupied orbital energy = 0.01847 Eh

Last column: Mulliken charge in e.
CARTESIAN COORDINATES (ANGSTROEM)
1 C -1.9948 -1.0820 0.1857  -1.665
2 C -0.5297 -0.6337 0.0938  2.047
3 C 0.0010 -0.8332 -1.3309  -1.574
4 C 0.3332 -1.4058 1.1018  -1.555
5 C -0.4589 0.7794 0.4251  -0.184
6 N -0.5975 1.8830 0.7311  -0.631
7 H -2.6062 -0.5365 -0.5297  0.386
8 H -2.3906 -0.9051 1.1848  0.390
9 H -2.0663 -2.1458 -0.0334  0.421
10 H -0.6125 -0.2923 -2.0523  0.378
11 H 1.0310 -0.4845 -1.4167  0.346
12 H -0.0215 -1.8925 -1.5824  0.431
13 H -0.0380 -1.2601 2.1168  0.388
14 H 0.3000 -2.4675 0.8701  0.403
15 H 1.3707 -1.0755 1.0622  0.372
16 N 2.2173 2.2628 -0.4068  -0.501
17 O 1.6565 3.3751 0.2260  -0.397
18 H 1.7388 2.1418 -1.3028  0.269
19 H 1.9690 1.4215 0.1589  0.268
20 H 0.6985 3.1508 0.4987  0.408

=====

ORCA calculation (the ωB97M-V functional and the def2-TZVPD basis) on a cluster of 2 separate species, C5H12N2O in total at a distorted geometry.

Output
SMILES string = C=N/C=C/CCN.O
E = -10405.2640 eV
M = 116.16 g mol⁻¹
Energy relative to the best compared isomer or geometry (same formula, charge and spin) = 72.87 kcal per mole
Lowest unoccupied orbital energy = 0.01758 Eh

Last column: Mulliken charge in e.
CARTESIAN COORDINATES (ANGSTROEM)
1 C 0.3765 2.8245 -0.3001  -0.315
2 N -0.1324 2.7106 0.8546  -0.521
3 C -0.3082 1.3412 1.3168  -0.180
4 C -0.6433 0.2288 0.6682  -0.121
5 C -0.5117 -1.0519 1.3649  -0.865
6 C 0.9055 -1.6363 1.0269  -0.590
7 N 1.0976 -2.0445 -0.3654  -0.621
8 H 0.6917 1.9674 -0.9137  0.236
9 H 0.5123 3.7912 -0.7490  0.270
10 H -0.2373 1.4404 2.4042  0.404
11 H -0.8855 0.4025 -0.3807  0.349
12 H -1.3007 -1.7876 1.1771  0.404
13 H -0.5327 -1.1280 2.4784  0.357
14 H 1.0431 -2.5048 1.6887  0.290
15 H 1.6083 -0.8689 1.3493  0.325
16 H 0.1896 -2.1256 -0.8112  0.270
17 H 1.5838 -1.3110 -0.8676  0.309
18 O -1.1777 -0.1741 -2.9531  -0.605
19 H -1.2421 0.7140 -3.3105  0.299
20 H -1.0369 -0.7881 -3.6781  0.304

=====

ORCA calculation (the ωB97M-V functional and the def2-TZVPD basis) on the ion C5H12N2O with charge +1 at a distorted geometry.

Output
<S²> = 0.763
E = -10398.2501 eV
M = 116.16 g mol⁻¹
Net charge = +1
2S+1 = 2
Energy relative to the best compared isomer or geometry (same formula, charge and spin) = 24.26 kcal per mole
Lowest unoccupied orbital energy (alpha / beta) = -0.12194 / -0.31867 Eh

Last column: Löwdin spin population.
CARTESIAN COORDINATES (ANGSTROEM)
1 N 0.7110 1.8608 0.6691  0.061
2 C -0.4316 2.0138 -0.2373  -0.003
3 C -1.2487 0.7582 -0.0244  0.003
4 N -0.7312 -0.5008 -0.4340  0.521
5 C 0.5708 -0.6804 -1.0008  0.098
6 C 1.6512 -1.3770 -0.1348  0.084
7 C 1.1909 -2.7327 0.4475  0.008
8 O -2.3199 0.7978 0.5060  0.167
9 H 0.4280 2.1119 1.6191  0.001
10 H 1.4655 2.5122 0.4843  0.002
11 H -0.0875 2.1937 -1.2589  -0.002
12 H -1.0074 2.9109 -0.0175  0.003
13 H -1.3667 -1.2903 -0.4829  0.008
14 H 0.8941 0.3403 -1.1868  0.008
15 H 0.5286 -1.2600 -1.9339  0.029
16 H 2.5858 -1.4170 -0.6817  0.001
17 H 1.7498 -0.6847 0.7096  0.004
18 H 1.5492 -2.8966 1.4657  0.004
19 H 0.1106 -2.6824 0.5353  0.002
20 H 1.5561 -3.6008 -0.0847  0.001

=====

ORCA calculation (the ωB97M-V functional and the def2-TZVPD basis) on the ion C5H12N2O with charge +2 at a distorted geometry.

Output
SMILES string = C=[N+](C)CC[N+](=C)O
E = -10384.7513 eV
M = 116.16 g mol⁻¹
Net charge = +2
Energy relative to the best compared isomer or geometry (same formula, charge and spin) = 109.76 kcal per mole
Lowest unoccupied orbital energy = -0.34921 Eh

Last column: Mulliken charge in e.
CARTESIAN COORDINATES (ANGSTROEM)
1 C -0.5058 -2.0776 0.9079  -0.044
2 N -0.1997 -1.1687 0.0530  -0.165
3 C -0.8010 -1.2115 -1.2283  -1.051
4 C 1.0620 -0.4147 0.3836  -0.628
5 C 1.0785 0.8831 -0.3183  -0.544
6 N 0.0635 1.8682 0.1967  0.438
7 C -0.9574 1.2273 0.7157  -0.512
8 O 0.1647 3.2285 0.1948  -0.327
9 H -1.3595 -2.7745 0.8447  0.302
10 H 0.1700 -2.0985 1.7664  0.279
11 H -0.0549 -1.3519 -1.9669  0.443
12 H -1.6374 -1.8733 -1.4115  0.359
13 H -1.1694 -0.2664 -1.5217  0.421
14 H 1.8714 -1.0762 -0.0152  0.439
15 H 1.1547 -0.5627 1.4036  0.382
16 H 2.1046 1.2356 -0.4039  0.530
17 H 0.7556 0.5454 -1.3163  0.413
18 H -1.7214 1.9796 0.8883  0.382
19 H -0.9900 0.3263 1.1406  0.445
20 H 0.9712 3.5820 -0.3133  0.440

=====

ORCA calculation (the ωB97M-V functional and the def2-TZVPD basis) on an isolated molecule of C5H12N2O2 at a distorted geometry.

Output
SMILES string = C=N[C@@](C)(O)[C@H](N)OC
E = -12453.3997 eV
M = 132.16 g mol⁻¹
Energy relative to the best compared isomer or geometry (same formula, charge and spin) = 59.56 kcal per mole
Lowest unoccupied orbital energy = 0.02930 Eh

Last column: Mulliken charge in e.
CARTESIAN COORDINATES (ANGSTROEM)
1 C 2.0584 -0.6893 0.9135  -0.286
2 N 1.2068 -1.0941 0.0483  -0.523
3 C -0.2368 -0.7108 0.2871  1.207
4 C -1.0430 -2.0098 0.1454  -1.697
5 O -0.5173 -0.1535 1.5686  -0.574
6 C -0.5882 0.3493 -0.8358  -0.159
7 N -0.4698 -0.1515 -2.1877  -0.731
8 O 0.4048 1.4514 -0.7477  -0.403
9 C 0.2622 2.4262 0.2656  -0.564
10 H 1.8661 0.0582 1.6980  0.156
11 H 3.0903 -1.0681 0.8589  0.282
12 H -2.0518 -1.8152 -0.2328  0.355
13 H -1.1437 -2.4987 1.1220  0.454
14 H -0.5725 -2.7178 -0.5452  0.373
15 H -1.4737 -0.1821 1.7470  0.344
16 H -1.5887 0.7669 -0.6882  0.446
17 H 0.3824 -0.7162 -2.2086  0.338
18 H -0.2651 0.6574 -2.7715  0.305
19 H -0.7834 2.6144 0.5300  0.280
20 H 0.6505 3.3739 -0.1220  0.259
21 H 0.8126 2.1094 1.1550  0.141